[1]
C55H45BrInN7O6STe | the ωB97M-V functional and the def2-TZVPD basis

LUMO: -0.0185 hartree
Highest occupied orbital energy: -7.8 eV

Last column: Löwdin charge in e.
Geometry (Å):
In1 -0.3618 1.2107 -0.3304  0.85
N1 -0.6926 -0.8717 6.9674  0.10
C1 -0.5138 -0.0644 5.8593  -0.31
C2 -0.3723 -0.6312 4.5883  -0.01
C3 -0.1453 0.1748 3.4925  -0.05
C4 -0.0616 1.5528 3.6534  -0.30
C5 -0.1911 2.1308 4.9072  -0.05
C6 -0.4127 1.3240 6.0054  -0.02
S1 0.2149 2.5450 2.2431  0.65
O1 0.5606 3.8700 2.6515  -0.26
O2 1.1490 1.7937 1.3937  -0.32
N2 -1.0916 2.4973 1.2636  -0.14
C7 -2.3164 2.9729 1.6675  -0.44
N3 -2.4961 3.3298 2.9408  0.15
C8 -3.6974 3.7919 3.2572  -0.11
C9 -4.7288 3.9022 2.3387  -0.05
C10 -4.4297 3.5015 1.0472  -0.12
N4 -3.2360 3.0440 0.6961  0.14
H1 -1.0386 -1.8012 6.8046  0.09
H2 -1.0504 -0.4356 7.7993  0.09
H3 -0.4068 -1.7066 4.4599  0.10
H4 0.0125 -0.2801 2.5219  0.09
H5 -0.1185 3.2047 5.0061  0.12
H6 -0.5002 1.7642 6.9915  0.11
H7 -3.8370 4.0834 4.2932  0.11
H8 -5.7004 4.2859 2.6104  0.10
H9 -5.1714 3.5507 0.2554  0.11
C11 4.5224 -3.8503 -2.1845  -0.05
C12 3.4036 -3.0004 -1.6463  -0.26
C13 3.0454 -3.0357 -0.3046  0.00
C14 1.9894 -2.2852 0.1986  -0.06
C15 1.5572 -2.4640 1.6161  -0.29
O3 0.3858 -2.6310 1.9046  0.07
C16 2.5970 -2.4664 2.6917  -0.14
C17 3.8197 -1.8227 2.5341  -0.01
C18 4.7347 -1.8035 3.5769  -0.07
C19 4.4345 -2.4346 4.7751  -0.08
C20 3.2111 -3.0745 4.9391  -0.07
C21 2.2937 -3.0829 3.9035  -0.03
C22 1.2590 -1.4381 -0.6468  -0.27
O4 0.2892 -0.7050 -0.1403  -0.14
C23 1.5936 -1.4167 -2.0131  -0.11
C24 2.6627 -2.1686 -2.4813  0.02
C25 0.7675 -0.5996 -2.9554  -0.21
N5 -0.4730 -0.8170 -3.1850  0.08
C26 -1.1081 -2.0343 -2.6793  -0.31
C27 -0.6994 -3.2399 -3.5178  -0.50
Te1 -1.6153 -5.0441 -2.8258  1.27
C28 -0.2020 -5.4388 -1.3175  -0.57
C29 -0.6006 -5.4882 0.0138  -0.15
C30 0.3162 -5.8156 1.0041  -0.09
C31 1.6351 -6.0828 0.6719  -0.09
C32 2.0388 -6.0202 -0.6554  -0.10
C33 1.1240 -5.7056 -1.6482  -0.15
C34 1.4161 0.5420 -3.6562  -0.17
C35 2.6077 1.0829 -3.1834  -0.03
C36 3.1766 2.1804 -3.8106  -0.11
C37 2.5653 2.7388 -4.9227  -0.12
C38 1.3802 2.1971 -5.4087  -0.07
C39 0.8095 1.1039 -4.7802  -0.04
H10 5.0452 -4.3636 -1.3774  0.08
H11 5.2533 -3.2494 -2.7281  0.08
H12 4.1474 -4.6098 -2.8747  0.08
H13 3.5858 -3.6902 0.3713  0.13
H14 4.0441 -1.3105 1.6071  0.12
H15 5.6787 -1.2891 3.4549  0.11
H16 5.1512 -2.4217 5.5862  0.10
H17 2.9732 -3.5586 5.8776  0.10
H18 1.3299 -3.5636 4.0125  0.11
H19 2.9119 -2.1102 -3.5370  0.14
H20 -2.1896 -1.9088 -2.7622  0.10
H21 -0.8824 -2.2085 -1.6286  0.09
H22 0.3760 -3.4029 -3.4921  0.04
H23 -1.0078 -3.1242 -4.5569  0.05
H24 -1.6242 -5.2569 0.2796  0.09
H25 0.0006 -5.8445 2.0394  0.10
H26 2.3506 -6.3320 1.4458  0.11
H27 3.0689 -6.2253 -0.9208  0.10
H28 1.4442 -5.6678 -2.6827  0.10
H29 3.0636 0.6857 -2.2862  0.13
H30 4.0789 2.6189 -3.4065  0.10
H31 3.0053 3.6017 -5.4056  0.06
H32 0.9036 2.6292 -6.2795  0.10
H33 -0.1070 0.6656 -5.1539  0.11
N6 -1.8393 1.6720 -2.1212  0.11
C40 -3.2122 1.4057 -1.8548  -0.24
C41 -4.2585 1.9912 -2.5006  -0.01
C42 -5.5890 1.6264 -2.1828  -0.07
C43 -5.8508 0.6689 -1.2472  -0.03
C44 -4.7813 0.0578 -0.5454  -0.15
C45 -4.9518 -0.9377 0.4430  0.01
C46 -3.8617 -1.4552 1.0825  -0.01
C47 -2.5851 -0.9488 0.7725  -0.07
N7 -2.4018 -0.0181 -0.1344  0.08
C48 -3.4659 0.4581 -0.8285  -0.18
H34 -1.4680 0.9304 -2.7358  0.08
H35 -1.6549 2.5704 -2.5543  0.11
H36 -4.0689 2.7282 -3.2714  0.12
H37 -6.4035 2.0988 -2.7160  0.11
H38 -6.8673 0.3660 -1.0297  0.11
H39 -5.9509 -1.2844 0.6787  0.12
H40 -3.9589 -2.2279 1.8315  0.11
H41 -1.6936 -1.3236 1.2671  0.10
Br1 3.2330 5.5434 -3.3838  0.87
C49 1.5420 5.7491 -2.5506  -0.56
C50 0.9000 6.9633 -2.7537  -0.13
C51 -0.3483 7.1925 -2.1995  -0.08
C52 -0.9634 6.1977 -1.4537  -0.07
C53 -0.3219 4.9842 -1.2754  -0.02
C54 0.9431 4.7360 -1.8085  -0.13
C55 1.6018 3.4040 -1.5163  -0.57
O5 2.7855 3.3197 -1.2910  0.06
O6 0.7666 2.3980 -1.5682  -0.12
H42 1.3870 7.7253 -3.3462  0.09
H43 -0.8331 8.1485 -2.3494  0.10
H44 -1.9361 6.3638 -1.0086  0.10
H45 -0.7977 4.2139 -0.6813  0.09

Force components x, y, z for each atom (eV/Å):
In -0.330 0.292 -0.206
N 0.058 -0.016 0.011
C -0.006 0.018 0.016
C -0.016 0.026 0.006
C 0.092 -0.003 0.012
C -0.076 -0.035 -0.002
C -0.038 -0.038 -0.019
C 0.011 -0.016 -0.001
S 0.065 0.073 -0.109
O -0.006 -0.028 0.038
O 0.036 -0.037 -0.025
N 0.095 -0.225 0.389
C 0.063 0.101 -0.254
N 0.030 -0.004 0.035
C -0.043 0.010 0.001
C 0.031 0.004 0.021
C 0.003 -0.008 -0.011
N -0.030 0.019 -0.005
H -0.017 0.003 -0.004
H -0.022 -0.001 -0.005
H -0.015 0.007 -0.012
H -0.028 0.011 0.015
H -0.010 0.004 -0.003
H -0.008 0.000 0.000
H 0.000 0.007 -0.002
H -0.005 -0.011 0.005
H 0.000 0.000 0.003
C 0.006 0.031 -0.001
C -0.072 0.101 0.068
C 0.088 0.017 -0.073
C 0.066 -0.174 0.128
C 0.006 -0.018 -0.068
O -0.021 0.030 0.053
C -0.040 -0.022 -0.026
C 0.026 0.057 -0.020
C -0.008 -0.009 0.020
C -0.008 0.012 -0.006
C -0.014 -0.001 0.003
C 0.025 -0.016 0.019
C 0.094 0.133 -0.044
O -0.169 0.050 0.014
C -0.060 -0.027 -0.080
C 0.003 -0.076 0.042
C 0.053 0.154 -0.034
N -0.071 -0.046 -0.047
C 0.052 0.078 0.016
C -0.123 0.006 0.023
Te -0.061 -0.020 -0.082
C 0.024 0.024 0.026
C 0.037 0.034 0.016
C 0.004 0.012 0.020
C -0.008 -0.016 -0.008
C -0.028 -0.077 -0.008
C 0.017 -0.015 0.023
C 0.086 -0.129 -0.060
C 0.092 -0.137 -0.192
C 0.102 -0.208 -0.210
C 0.003 -0.157 -0.103
C -0.026 -0.014 0.043
C -0.025 -0.037 -0.023
H 0.007 0.005 0.004
H 0.003 -0.002 -0.004
H -0.006 -0.011 -0.006
H 0.016 0.034 -0.010
H -0.010 -0.025 -0.001
H 0.001 0.003 0.003
H -0.003 -0.001 0.003
H 0.012 -0.005 0.001
H 0.010 -0.016 -0.008
H 0.004 -0.003 0.001
H -0.009 0.053 0.033
H 0.046 -0.065 0.124
H 0.029 0.003 0.002
H 0.033 0.045 0.001
H 0.003 -0.006 0.003
H -0.004 0.008 -0.002
H 0.000 -0.001 0.004
H -0.007 0.012 0.002
H -0.012 -0.028 -0.007
H 0.012 0.004 -0.035
H -0.060 -0.040 -0.011
H -0.043 -0.110 -0.021
H 0.004 -0.007 -0.018
H 0.000 0.006 0.003
N 0.105 -0.288 -0.017
C -0.006 0.050 0.042
C -0.019 -0.020 -0.029
C 0.007 -0.006 -0.017
C 0.028 0.008 0.009
C -0.040 -0.011 0.000
C -0.015 -0.003 0.011
C -0.011 0.004 -0.041
C 0.077 -0.043 0.019
N 0.059 -0.025 0.041
C 0.026 -0.012 0.002
H 0.119 0.091 -0.119
H -0.032 0.033 0.062
H -0.011 -0.003 -0.004
H 0.003 0.005 0.000
H -0.002 -0.002 -0.001
H -0.002 0.005 -0.001
H 0.010 -0.002 0.003
H -0.017 -0.002 0.003
Br 0.063 0.383 0.202
C -0.019 0.012 -0.017
C -0.007 0.022 -0.011
C 0.012 -0.012 0.009
C 0.021 -0.011 -0.020
C -0.028 -0.019 0.019
C 0.036 0.026 -0.039
C -0.064 -0.041 0.158
O -0.022 0.117 0.271
O -0.178 0.196 0.075
H -0.001 0.001 0.000
H -0.004 -0.003 -0.012
H 0.004 0.004 0.007
H 0.003 0.000 0.012

[2]
C55H48AsIN8PRbS3 | the ωB97M-V functional and the def2-TZVPD basis

Net charge: -2
LUMO: 0.1210 hartree
Highest occupied orbital energy: -1.6 eV

Last column: Löwdin charge in e.
Geometry (Å):
Rb1 0.1619 -2.4413 -2.3846  0.26
C1 -0.8788 0.4808 2.5241  -0.01
N1 -0.2839 -0.6632 1.8736  -0.03
C2 0.0472 -0.7647 0.5536  -0.47
N2 0.5663 -1.9439 0.3046  0.02
C3 0.5857 -2.6405 1.4847  -0.18
C4 0.0704 -1.8536 2.4853  -0.12
C5 -0.0722 -2.0861 3.9289  -0.18
C6 -1.3002 -1.9441 4.5753  -0.04
C7 -1.4161 -2.1813 5.9373  -0.09
C8 -0.3076 -2.5735 6.6739  -0.11
C9 0.9191 -2.7215 6.0395  -0.08
C10 1.0375 -2.4733 4.6817  -0.02
C11 1.0634 -4.0323 1.5064  -0.15
C12 1.9656 -4.4490 0.5274  -0.03
C13 2.3839 -5.7686 0.4699  -0.07
C14 1.9233 -6.6882 1.4011  -0.10
C15 1.0276 -6.2822 2.3816  -0.10
C16 0.5910 -4.9672 2.4285  -0.04
P1 -0.1763 0.4816 -0.8213  1.03
C17 -2.0033 0.3311 -0.6619  -0.48
N3 -2.3884 -0.8676 -1.0544  0.11
C18 -3.7542 -0.8780 -1.0055  -0.17
C19 -4.2049 0.3429 -0.5596  -0.12
N4 -3.0680 1.0972 -0.3285  -0.04
C20 -3.0327 2.4446 0.1869  -0.04
C21 -5.5573 0.8531 -0.2968  -0.18
C22 -6.4198 0.1537 0.5484  -0.03
C23 -7.7054 0.6138 0.7845  -0.09
C24 -8.1462 1.7896 0.1910  -0.11
C25 -7.2946 2.4959 -0.6469  -0.09
C26 -6.0118 2.0295 -0.8941  -0.03
C27 -4.4994 -2.0705 -1.4383  -0.15
C28 -3.8884 -3.3209 -1.3444  -0.02
C29 -4.5387 -4.4626 -1.7831  -0.07
C30 -5.8180 -4.3749 -2.3145  -0.10
C31 -6.4326 -3.1344 -2.4178  -0.09
C32 -5.7768 -1.9893 -1.9923  -0.03
C33 0.8619 1.7438 0.0696  -0.45
N5 2.0242 1.1676 0.2891  0.11
C34 2.8722 2.1136 0.7807  -0.18
C35 2.2057 3.3124 0.8580  -0.13
N6 0.9164 3.0652 0.4133  -0.03
C36 -0.0865 4.1064 0.2758  -0.06
C37 2.6633 4.6538 1.2556  -0.19
C38 3.6951 5.2746 0.5524  -0.02
C39 4.1529 6.5273 0.9289  -0.08
C40 3.5779 7.1874 2.0065  -0.10
C41 2.5424 6.5842 2.7065  -0.09
C42 2.0918 5.3262 2.3351  -0.04
C43 4.2596 1.7426 1.1021  -0.15
C44 4.7890 0.5937 0.5100  -0.02
C45 6.0908 0.2009 0.7734  -0.08
C46 6.8862 0.9445 1.6362  -0.11
C47 6.3616 2.0769 2.2442  -0.10
C48 5.0566 2.4717 1.9850  -0.04
H1 -0.5840 1.3836 1.9938  0.06
H2 -0.5195 0.5483 3.5498  0.10
H3 -1.9700 0.4161 2.5312  0.09
H4 -2.1742 -1.6671 3.9982  0.11
H5 -2.3788 -2.0712 6.4213  0.10
H6 -0.3989 -2.7645 7.7359  0.09
H7 1.7898 -3.0277 6.6059  0.10
H8 1.9915 -2.5849 4.1821  0.13
H9 2.3326 -3.7350 -0.1996  0.05
H10 3.0534 -6.0744 -0.3232  0.11
H11 2.2413 -7.7222 1.3488  0.09
H12 0.6442 -6.9994 3.0979  0.09
H13 -0.1410 -4.6716 3.1693  0.11
H14 -3.8837 2.6031 0.8485  0.10
H15 -3.0309 3.1727 -0.6253  0.06
H16 -2.1176 2.5667 0.7556  0.05
H17 -6.0722 -0.7642 1.0060  0.12
H18 -8.3648 0.0541 1.4363  0.10
H19 -9.1500 2.1507 0.3771  0.09
H20 -7.6335 3.4069 -1.1239  0.10
H21 -5.3600 2.5642 -1.5742  0.12
H22 -2.8887 -3.3858 -0.9347  0.11
H23 -4.0330 -5.4179 -1.7258  0.11
H24 -6.3235 -5.2651 -2.6674  0.09
H25 -7.4196 -3.0527 -2.8573  0.09
H26 -6.2471 -1.0233 -2.1194  0.11
H27 0.4192 5.0547 0.1108  0.10
H28 -0.6926 4.1927 1.1820  0.08
H29 -0.7088 3.9125 -0.5924  -0.04
H30 4.1340 4.7586 -0.2919  0.13
H31 4.9561 6.9936 0.3723  0.10
H32 3.9317 8.1689 2.2963  0.09
H33 2.0876 7.0918 3.5481  0.10
H34 1.2940 4.8493 2.8921  0.12
H35 4.1681 -0.0010 -0.1490  0.08
H36 6.4716 -0.6945 0.2976  0.10
H37 7.9046 0.6379 1.8421  0.09
H38 6.9671 2.6535 2.9336  0.09
H39 4.6550 3.3441 2.4833  0.10
S1 -0.9344 2.7375 -2.5449  0.59
C49 -1.0707 2.5652 -4.2797  -0.77
C50 -1.4835 3.7664 -4.9431  -0.35
N7 -1.8089 4.7569 -5.4397  0.11
C51 -0.8258 1.4430 -5.0207  -0.83
S2 -0.3641 -0.1111 -4.4345  0.42
C52 -0.9673 1.5472 -6.4512  -0.33
N8 -1.0622 1.6026 -7.5993  0.12
I1 0.4517 -5.6369 -3.7073  -0.55
C53 3.0239 0.1977 -3.4156  -0.27
As1 3.8351 -1.5173 -3.7521  0.61
C54 2.7550 -2.4928 -5.0238  -0.27
C55 5.4204 -1.0795 -4.7789  -0.28
S3 4.3317 -2.5313 -1.9953  0.05
H40 2.5625 0.5915 -4.3196  0.02
H41 3.8031 0.8624 -3.0401  0.04
H42 2.2484 0.0937 -2.6585  -0.01
H43 3.0099 -2.1392 -6.0229  0.04
H44 1.6906 -2.3239 -4.8753  -0.03
H45 2.9599 -3.5567 -4.9185  0.01
H46 5.1459 -0.5009 -5.6611  0.03
H47 5.9105 -2.0058 -5.0740  0.03
H48 6.0905 -0.5040 -4.1427  0.02

Force components x, y, z for each atom (eV/Å):
Rb -0.191 -0.293 -0.429
C 0.008 0.015 -0.009
N -0.010 -0.006 0.022
C 0.060 0.104 0.146
N 0.050 0.029 0.280
C 0.005 0.027 0.052
C -0.005 -0.046 -0.049
C 0.006 0.002 0.027
C 0.000 -0.005 0.003
C -0.007 0.001 0.000
C 0.009 0.006 -0.003
C -0.004 -0.006 0.007
C -0.010 -0.004 -0.018
C 0.014 -0.046 -0.009
C -0.003 0.008 0.012
C 0.006 -0.001 -0.003
C -0.003 0.004 0.004
C -0.004 -0.012 -0.007
C 0.011 0.028 -0.010
P 0.062 -0.067 -0.010
C -0.008 0.003 0.068
N 0.010 0.067 0.015
C -0.041 0.048 0.013
C 0.027 -0.090 0.039
N 0.001 0.034 -0.079
C 0.016 0.045 -0.024
C -0.032 0.006 0.015
C 0.010 0.002 -0.022
C -0.013 0.007 0.003
C 0.008 -0.009 0.005
C -0.002 0.003 -0.005
C 0.004 -0.010 -0.011
C -0.001 -0.014 -0.027
C -0.011 0.002 0.014
C 0.004 -0.008 0.007
C -0.006 0.013 -0.006
C 0.001 -0.009 0.001
C 0.020 -0.004 0.015
C -0.040 0.034 0.042
N 0.037 -0.012 0.098
C -0.043 0.074 -0.075
C 0.038 -0.081 0.075
N -0.014 0.015 -0.098
C -0.055 0.006 0.040
C 0.002 0.050 0.031
C -0.005 -0.047 0.012
C 0.006 0.023 0.010
C 0.003 -0.010 -0.020
C -0.010 0.000 0.010
C 0.014 -0.007 0.013
C 0.051 0.010 0.008
C -0.019 -0.010 -0.001
C 0.001 -0.004 -0.001
C 0.001 -0.005 0.000
C 0.003 0.000 0.004
C -0.006 -0.020 -0.023
H 0.016 -0.006 0.021
H -0.005 -0.005 -0.002
H -0.001 -0.004 -0.014
H 0.000 0.001 -0.002
H -0.001 0.001 0.000
H -0.001 -0.001 0.002
H 0.001 0.000 0.001
H 0.004 0.000 -0.003
H 0.002 0.005 -0.004
H -0.001 -0.001 -0.002
H 0.001 0.000 -0.001
H 0.000 0.000 0.002
H -0.006 0.010 0.015
H 0.001 0.000 -0.020
H -0.003 -0.011 -0.025
H 0.033 0.011 0.057
H 0.004 -0.002 0.000
H -0.001 -0.002 0.001
H -0.003 0.000 -0.001
H 0.003 0.003 -0.001
H 0.016 0.002 -0.002
H 0.006 0.005 -0.008
H 0.002 -0.002 0.000
H 0.000 -0.002 -0.001
H -0.001 0.002 0.000
H -0.008 0.020 0.008
H -0.005 -0.003 -0.020
H 0.021 -0.007 0.009
H -0.018 0.006 0.004
H 0.005 -0.003 -0.001
H 0.002 0.001 0.000
H 0.002 0.000 0.001
H -0.001 0.001 0.001
H 0.003 -0.001 -0.001
H 0.003 0.011 -0.018
H 0.006 0.005 -0.002
H 0.002 0.000 0.001
H 0.002 0.002 -0.001
H -0.019 0.031 -0.004
S 0.000 0.021 -0.038
C -0.020 -0.063 0.044
C 0.047 0.056 -0.082
N -0.029 -0.014 0.015
C -0.002 0.012 0.059
S -0.023 0.022 -0.142
C -0.016 0.030 -0.072
N 0.006 0.004 0.018
I 0.025 -0.142 -0.002
C 0.035 0.013 -0.019
As 0.030 0.135 -0.016
C -0.004 -0.021 0.014
C -0.016 -0.004 0.014
S -0.041 -0.026 0.009
H -0.003 -0.001 0.000
H 0.007 -0.020 0.008
H -0.011 -0.004 -0.006
H -0.004 -0.004 -0.001
H 0.029 0.092 0.028
H 0.010 0.008 0.019
H -0.003 0.003 0.002
H -0.013 -0.003 0.002
H -0.008 -0.003 0.002

Number 1: strongest force on any atom 0.0095 Eh/bohr. Number 2: strongest force on any atom 0.0108 Eh/bohr.